Record 1
52
Properties=species:S:1:pos:R:3:forces:R:3 method="wB97M-V/def2-TZVPD" e_lumo_ev=-3.65 homo_energy_ev=-9.42 multiplicity=1 charge=+1
Hg -0.03089 0.59352 0.25676 -0.388 -1.461 0.619
P 2.10556 -0.59332 0.03860 -0.049 0.353 -0.130
C 2.24621 -0.73940 -1.78118 0.145 0.467 -0.294
C 1.01609 -1.38260 -2.40430 0.168 -0.642 -0.226
N -0.15392 -0.97867 -1.92408 -0.090 0.378 0.170
C -1.30521 -1.36732 -2.45194 0.029 -0.205 -0.366
C -1.33808 -2.27565 -3.51516 -0.375 0.297 0.410
C -0.13680 -2.77922 -3.98641 0.529 0.119 0.077
C 1.06981 -2.32979 -3.43154 -0.135 0.414 0.398
C -2.57054 -0.76758 -1.84743 0.131 -0.637 0.096
P -2.20623 0.72258 -0.85621 0.129 1.058 -0.060
H 2.05066 -2.66573 -3.74960 -0.250 -0.135 -0.241
H -2.31374 -2.56264 -3.90706 0.384 -0.090 -0.106
H -0.11562 -3.50305 -4.79360 -0.054 0.048 0.080
H -3.29103 -0.49771 -2.63931 0.246 -0.049 0.313
H -3.06357 -1.51562 -1.20371 0.148 0.230 -0.119
H 2.26850 0.32732 -2.14703 0.194 -1.148 0.298
H 3.17308 -1.26836 -2.03063 -0.186 0.085 -0.161
H 0.73037 2.79025 -1.95625 0.956 -0.753 -0.420
O 1.45463 2.13885 -2.18331 -0.448 1.143 0.158
H 2.22566 2.71868 -2.29584 -0.236 -0.244 -0.068
H 0.08134 3.43338 -0.11677 -0.298 0.745 -0.802
O -0.18579 3.83517 -0.97775 0.145 0.249 1.327
H -0.44283 4.75554 -0.79582 0.233 -0.380 -0.029
C -2.22461 2.04239 -2.08421 -0.699 0.289 -0.306
H -3.20262 2.06757 -2.58146 0.183 0.108 -0.031
H -2.01917 3.00338 -1.59405 -0.209 -0.491 -0.296
H -1.44187 1.85683 -2.83496 -0.194 0.002 0.271
C -3.57463 0.93865 0.30496 -0.533 0.086 -0.209
H -3.52101 1.94637 0.74660 0.010 -0.348 -0.144
H -4.52495 0.83057 -0.23995 0.178 0.112 0.209
H -3.52016 0.18479 1.10970 0.113 0.343 -0.406
C 1.97090 -2.28429 0.67968 0.158 -0.203 0.071
H 2.86969 -2.85441 0.41366 -0.031 0.188 0.000
H 1.85178 -2.28224 1.76844 -0.003 0.104 -0.251
H 1.10338 -2.80069 0.26017 0.033 0.237 0.048
C 3.64462 0.09920 0.69483 0.409 -0.019 -0.049
H 3.51732 0.32383 1.76514 -0.012 -0.100 -0.374
H 4.47509 -0.61567 0.57776 -0.259 0.248 0.031
H 3.89608 1.02924 0.16422 -0.127 -0.276 0.175
Te -1.23081 -1.22255 2.13495 -0.211 -0.535 -0.032
C -0.60792 -0.32808 3.91784 0.294 0.433 0.621
C -1.40629 0.69780 4.47161 1.024 -0.373 0.041
C -0.89512 1.44692 5.53910 0.144 -0.160 0.003
C 0.38120 1.16660 6.05992 -0.146 -0.194 -0.305
C 1.13570 0.09873 5.54330 -0.193 0.048 -0.008
C 0.64181 -0.67143 4.48215 -0.780 0.834 -0.055
H -2.37687 0.89482 4.01414 0.258 0.099 0.302
H -1.48904 2.26305 5.96089 0.230 -0.286 -0.115
H 0.79104 1.78592 6.86545 -0.210 -0.318 -0.310
H 2.11979 -0.12793 5.96333 -0.353 0.085 -0.092
H 1.19672 -1.49879 4.03848 -0.002 0.247 0.289

=====

Record 2
10
Properties=species:S:1:pos:R:3:forces:R:3 method="wB97M-V/def2-TZVPD" e_lumo_ev=0.19 homo_energy_ev=-9.63 smiles=CCP(Br)Br multiplicity=1
C -1.19292 -0.31706 -0.23087 -2.796 0.465 1.231
C -0.00595 0.48702 0.26514 -1.452 1.151 -1.904
P 1.39711 0.05311 -0.79454 0.095 -0.466 0.727
Br 2.78043 1.44336 0.18405 0.802 0.318 0.131
Br 1.87915 -1.92434 0.17335 0.147 0.088 -0.160
H -1.45286 -0.37020 -1.30017 0.199 0.797 0.296
H -1.03100 -1.34939 0.00620 -0.068 -0.696 0.521
H -2.12184 0.06858 0.42986 1.760 -1.085 -1.845
H -0.08337 0.34675 1.33975 1.167 0.387 0.102
H -0.16875 1.56217 -0.07277 0.146 -0.959 0.901

=====

Record 3
17
Properties=species:S:1:pos:R:3:forces:R:3 method="wB97M-V/def2-TZVPD" e_lumo_ev="-4.58 / -4.16" homo_energy_ev="-11.16 / -11.86" multiplicity=1 charge=+1
C -3.89842 0.02019 0.00168 2.134 -0.660 -0.290
C -2.60908 -0.16710 -0.43111 -2.279 0.880 0.908
C -1.49783 0.24888 0.30563 -1.129 0.304 0.827
C 0.86873 0.13810 0.44022 -2.407 -1.130 0.011
C 3.14943 -0.44716 0.08474 2.688 1.562 0.703
N 1.94511 0.18411 -0.52449 -0.415 0.234 -0.041
O -0.39402 -0.00549 -0.21470 4.440 0.266 -0.040
H -4.71460 -0.38233 -0.52325 -0.827 -0.272 -0.942
H -4.17296 0.43781 0.94970 0.349 0.324 0.409
H -2.29140 -0.55834 -1.36984 -0.555 -0.573 -0.716
H -1.50700 0.71274 1.26988 -0.213 0.235 0.563
H 0.90189 0.72531 1.35592 0.098 0.182 -0.576
H 3.49424 0.03703 1.08252 -1.183 -0.398 -1.722
H 2.86242 -1.44590 0.33899 0.235 -0.678 -0.284
H 4.05309 -0.27547 -0.60477 -1.488 -0.794 0.804
H 1.66093 -0.37890 -1.36789 0.362 0.825 0.871
H 2.14949 1.15651 -0.79321 0.191 -0.306 -0.487

=====

Record 4
91
Properties=species:S:1:pos:R:3:forces:R:3 method="wB97M-V/def2-TZVPD" e_lumo_ev=10.61 homo_energy_ev=8.12 multiplicity=1 charge=-6
Ca 4.76504 -15.89906 -18.49480 0.137 -1.435 0.266
Ca 3.19186 -12.79110 -15.88246 -0.427 -1.508 -0.230
B 5.17087 -16.99055 -16.10850 0.209 -0.210 0.405
H 4.68146 -17.93944 -15.95255 -2.390 -4.369 0.683
H 5.84072 -17.14347 -16.94045 2.981 -0.582 -3.062
H 4.37200 -16.29363 -16.30935 -2.511 2.357 -0.699
H 5.61033 -16.69830 -15.16738 2.230 1.077 3.335
B 4.34258 -13.61393 -17.83398 0.314 0.890 -0.556
H 4.31422 -14.47609 -17.18583 -0.272 -2.048 3.061
H 4.93288 -13.90643 -18.68853 2.274 0.142 -3.224
H 3.33576 -13.36899 -18.13488 -3.630 0.878 -1.214
H 4.74331 -12.75508 -17.31819 2.290 2.951 1.548
B 7.27475 -13.96809 -14.95740 0.119 0.202 -0.207
H 6.39972 -14.42428 -15.39383 -3.301 -1.460 -1.303
H 8.05385 -14.07705 -15.69589 3.589 -0.534 -3.083
H 7.16802 -12.91141 -14.76693 -0.584 4.583 0.893
H 7.57456 -14.46192 -14.04609 1.262 -2.270 4.177
B 1.13794 -11.87331 -16.73554 -0.936 0.467 -0.188
H 1.10289 -12.92247 -16.98509 -0.206 -3.567 -0.899
H 1.24018 -11.77260 -15.66613 0.252 0.711 4.613
H 1.98515 -11.40512 -17.21228 3.366 1.851 -1.925
H 0.27319 -11.33714 -17.09465 -3.707 2.084 -1.255
B 0.62644 -13.28583 -19.81391 0.119 0.309 0.217
H 0.52096 -14.16505 -19.19739 -0.668 -3.157 2.332
H 0.60094 -12.38605 -19.21894 -0.165 3.585 2.073
H 1.55941 -13.40358 -20.34302 3.862 -0.270 -2.244
H -0.15320 -13.27442 -20.55974 -3.989 0.138 -3.693
B 2.28741 -14.91267 -14.90560 -0.129 -0.307 0.197
H 2.10151 -14.57621 -15.91381 -1.080 0.733 -3.641
H 3.33083 -15.18022 -14.84289 3.878 -0.826 0.520
H 2.07592 -14.09585 -14.23305 -1.070 3.298 2.925
H 1.67267 -15.77999 -14.72093 -2.611 -3.490 0.856
B 4.24275 -12.24869 -13.76413 0.337 0.174 1.234
H 4.86904 -12.70664 -14.51398 2.224 -1.243 -2.820
H 3.48570 -11.57789 -14.13984 -3.208 2.595 -1.273
H 3.87440 -13.08498 -13.19037 -1.700 -2.741 2.348
H 4.90439 -11.63362 -13.17409 2.885 2.645 2.664
B 4.00524 -15.80525 -20.79078 0.190 0.199 -1.130
H 3.52884 -14.96828 -20.30421 -1.854 2.702 1.416
H 3.70938 -16.76734 -20.40207 -1.222 -3.645 1.320
H 3.87731 -15.74372 -21.86040 -0.665 0.153 -4.688
H 5.06061 -15.69167 -20.59703 4.413 0.424 0.107
B 7.35952 -15.53526 -18.60258 0.272 0.306 0.173
H 7.76578 -14.61461 -18.99195 1.242 3.780 -1.649
H 6.72483 -15.39959 -17.74061 -1.928 0.789 2.885
H 6.92206 -16.15571 -19.36932 -1.917 -2.366 -3.306
H 8.21240 -16.09544 -18.25183 3.672 -2.445 1.595
B 2.21953 -16.19346 -18.25527 -0.701 -0.290 0.350
H 3.06972 -16.57291 -17.70990 2.189 -1.970 2.339
H 1.99098 -16.84376 -19.08540 -1.204 -2.967 -3.376
H 1.37727 -16.03170 -17.60054 -3.166 0.368 2.609
H 2.47515 -15.25446 -18.72129 0.755 3.168 -1.363
C 5.87533 -8.88851 -16.20468 0.553 1.201 0.245
C 4.57579 -8.30257 -15.72499 -1.233 -1.154 -0.590
C 3.58597 -9.40490 -16.24860 0.036 0.185 0.215
O 4.29306 -10.65064 -16.41081 0.582 2.426 -0.175
C 5.63562 -10.35145 -16.03357 1.125 -1.087 0.484
H 6.65580 -8.49071 -15.55606 0.515 -0.389 0.082
H 6.15019 -8.56534 -17.20873 -0.288 -0.126 -0.367
H 4.32863 -7.35754 -16.20865 -0.089 0.305 0.276
H 4.53083 -8.26033 -14.63673 0.101 0.201 0.040
H 3.27280 -9.04144 -17.22733 -0.520 -0.390 -0.159
H 2.74885 -9.59369 -15.57654 -0.176 0.127 -0.238
H 6.36482 -10.95559 -16.57336 -0.373 -0.381 -0.059
H 5.75816 -10.56703 -14.97216 -0.027 -0.431 0.090
C 8.37914 -15.42367 -23.65342 -0.979 0.326 0.594
C 7.16568 -14.86384 -22.90074 -2.216 0.335 -1.878
C 7.65555 -14.13076 -21.71814 1.460 -0.053 -0.268
O 8.78662 -14.94751 -21.32940 0.998 -0.715 -0.881
C 9.25041 -15.73612 -22.46750 -0.062 0.316 1.199
H 8.80835 -14.63893 -24.27637 0.209 0.325 0.052
H 8.17037 -16.23695 -24.34848 -0.139 -0.388 0.265
H 6.36767 -15.53306 -22.57915 0.390 -0.780 0.088
H 6.61442 -14.21090 -23.57739 -0.149 0.398 -0.106
H 6.90644 -13.98821 -20.93929 0.350 -0.488 0.292
H 8.08336 -13.16873 -22.00022 -0.129 0.519 -0.030
H 9.22024 -16.78195 -22.16179 -0.199 -0.184 0.014
H 10.28093 -15.52852 -22.75567 0.575 0.339 0.473
C 3.66602 -10.40715 -21.71076 -0.747 -0.933 0.167
C 3.85881 -11.01997 -20.34690 0.635 1.065 1.349
C 5.38378 -10.81954 -20.14315 -0.619 -1.442 -0.208
O 5.93687 -10.75212 -21.51682 0.429 0.898 0.502
C 4.86672 -11.02282 -22.38900 -0.670 -0.261 -0.475
H 3.78429 -9.32630 -21.78741 0.088 0.362 0.376
H 2.65955 -10.64944 -22.05196 0.114 -0.300 -0.486
H 3.53652 -12.06068 -20.31287 0.124 -0.170 -0.160
H 3.29952 -10.54725 -19.53956 -0.076 0.047 0.030
H 5.81089 -11.67956 -19.62737 0.066 -0.132 -0.088
H 5.64131 -9.95232 -19.53510 0.054 0.482 -0.455
H 4.82249 -12.10455 -22.51562 -0.554 -0.199 -0.026
H 4.92226 -10.58001 -23.38344 1.023 0.291 -0.298

=====

Record 5
65
Properties=species:S:1:pos:R:3:forces:R:3 method="wB97M-V/def2-TZVPD" e_lumo_ev=2.83 homo_energy_ev=-7.08 multiplicity=1 charge=-1
B 0.65731 -0.13397 -0.37694 0.753 -2.066 0.528
F 1.49631 -0.08897 0.77506 -0.386 0.752 0.040
F 1.00131 0.81303 -1.28294 0.294 0.871 -0.520
F 0.90431 -1.44397 -0.85994 -0.539 0.327 -0.362
F -0.69669 0.00503 -0.03494 0.035 0.361 0.098
C -0.17569 3.07203 1.07206 -3.287 3.254 3.570
C -0.62769 4.51303 1.01006 0.157 -3.185 -0.274
N -1.05569 5.55803 0.90906 -0.471 1.850 0.004
H 0.56731 2.98503 0.43606 3.383 -1.228 -3.267
H 0.16231 2.98403 2.07106 1.200 -0.122 1.094
H -0.97269 2.37703 1.13206 -0.944 -0.566 -1.167
C -5.38969 -0.79797 0.53406 0.170 -1.608 -0.610
C -3.98269 -0.08597 0.32406 -1.660 -0.596 2.412
O -2.98869 -1.07897 0.78106 -0.396 2.608 -1.113
H -5.30069 -1.84997 -0.00794 0.191 1.641 1.861
H -6.18769 -0.45097 -0.11494 -0.007 1.073 -0.049
H -5.86669 -0.84397 1.58306 1.316 -0.171 -1.521
H -3.94669 0.98803 0.81106 0.200 -2.214 -0.325
H -3.91969 0.11303 -0.71494 0.473 -0.054 -1.202
H -2.15269 -0.67797 0.43306 -0.547 -0.890 0.646
C -2.81469 2.17303 -4.17094 2.511 0.255 -1.913
C -1.83269 1.46803 -3.23294 -1.801 0.225 -2.549
O -1.27069 2.23303 -2.30994 1.270 2.589 4.972
H -2.35669 3.09303 -4.53694 -0.338 0.605 0.666
H -3.70669 2.26603 -3.67394 -2.236 0.963 1.126
H -3.05569 1.74403 -5.17294 0.436 -0.819 0.977
H -1.05169 1.06703 -3.69794 3.155 -1.846 -3.277
H -2.31769 0.62703 -2.94494 -1.887 -2.673 1.997
H -0.78269 1.73803 -1.56994 -1.163 0.718 -2.051
C 5.32031 2.82003 -0.56694 -1.019 1.633 1.146
C 3.92731 2.24803 -0.64794 2.039 -1.107 -1.192
O 3.92831 1.20403 0.26406 -3.319 -1.600 0.969
H 5.40031 3.55803 0.31806 0.294 -1.535 -1.274
H 5.53431 3.32103 -1.46194 0.222 1.368 -1.302
H 5.97631 2.01303 -0.61194 1.503 -1.307 0.833
H 3.73131 1.82903 -1.66194 -0.134 0.653 0.392
H 3.33631 3.06703 -0.40294 -2.102 1.128 0.330
H 2.96331 0.82403 0.30306 2.690 0.792 0.085
C 2.37631 -2.87297 2.05106 0.424 4.358 -3.398
C 3.23131 -3.25397 0.78106 -3.933 -1.284 0.172
O 4.43031 -3.72197 1.20106 2.140 -1.477 2.465
H 2.94931 -1.98297 2.38406 -0.021 -0.978 1.239
H 2.09931 -3.63697 2.69006 0.093 -1.471 1.436
H 1.44731 -2.26597 1.77806 0.872 -1.371 -0.211
H 3.52731 -2.41897 0.21806 -1.057 1.571 -1.186
H 2.58031 -4.00997 0.19206 1.293 1.017 0.418
H 4.90331 -4.24497 0.57706 0.177 -0.404 -0.878
C 0.75731 0.86103 5.18606 0.446 1.709 -0.526
C 0.47031 0.51103 3.79306 4.899 -2.412 2.449
O 1.73031 0.97803 3.19206 -1.411 1.456 7.297
H 1.45531 0.39403 5.80206 3.014 -1.246 -0.574
H 0.08431 0.44703 5.76606 -5.102 -0.980 2.953
H 0.89931 1.87103 5.36006 -0.107 2.221 0.410
H -0.37469 0.92603 3.38606 -1.980 1.011 -1.030
H 0.35831 -0.60497 4.04506 0.212 0.810 -2.222
H 1.65631 0.71103 2.38806 0.039 -2.497 -8.481
C -2.01469 -4.29997 -3.11294 0.061 -1.142 2.013
C -2.08669 -3.02397 -2.38494 -0.623 2.211 1.011
O -1.02969 -2.14597 -2.65994 -0.972 -0.482 -2.432
H -2.96669 -4.70297 -2.77494 -0.103 -1.010 -0.425
H -1.18069 -4.89397 -2.67394 -0.558 0.195 -0.437
H -1.94069 -4.31697 -4.15594 0.026 0.391 -1.588
H -2.20069 -3.26597 -1.34894 0.866 -0.354 1.148
H -3.08469 -2.50697 -2.41594 0.560 -0.073 -1.201
H -0.53069 -1.77797 -1.96394 0.691 0.151 1.800